The following is a quantum chemistry calculation of 2 unconnected molecules or ions with the total composition C16H17N in a non-equilibrium geometry, from the Open Molecules 2025 dataset.

Atoms and positions in Å:
N -1.27260 0.09397 2.77664
C 0.12911 2.17549 0.09294
C -1.98919 0.74135 0.74263
C 2.87713 -2.61026 -0.47624
C 1.48772 -2.07615 -2.35197
C -2.92240 1.09324 -0.22231
C 2.67914 -0.32215 -1.27700
C -3.69919 -0.28160 2.12514
C 3.18094 1.07453 -1.12960
C -2.32805 -0.01837 1.87832
C -0.17045 0.60161 2.04853
C 2.14337 -3.03875 -1.57981
C 1.80217 -0.72000 -2.27852
C 3.18279 -1.26082 -0.36710
C -0.60595 1.16384 0.90208
C -4.24501 0.65884 -0.11161
C -4.57922 0.01495 1.10511
H -4.02551 -0.77604 3.03329
H 0.80140 -2.49815 -3.08401
H -4.96276 0.92120 -0.85726
H -0.22961 3.13403 0.53790
H -5.66914 -0.00702 1.24836
H -1.17668 -0.56998 3.52075
H -0.20137 2.23623 -0.93835
H 3.20634 -3.32896 0.26374
H 0.74221 0.47734 2.61120
H 4.06654 1.09939 -0.47809
H 3.86900 -0.93243 0.41451
H 2.49073 1.74872 -0.62592
H 1.16512 2.26963 0.38579
H 1.30620 -0.00551 -2.92088
H 1.92881 -4.07711 -1.78760
H 3.59831 1.58507 -2.00275
H -2.57993 1.43387 -1.19793

Atomic forces in eV per Å
N 0.02 -1.20 -1.46
C -1.44 1.47 1.49
C 0.90 0.31 0.40
C 0.11 -0.18 -0.52
C 0.53 -0.73 -0.77
C -0.77 -1.25 -1.47
C 0.72 0.06 0.08
C 0.79 -0.54 -0.68
C 1.14 1.06 0.65
C -1.31 1.84 0.70
C -0.90 -0.33 1.87
C -0.89 0.81 0.58
C -0.44 -0.71 0.72
C -0.11 -0.18 -0.03
C 0.38 -0.76 -0.35
C 2.13 0.23 1.60
C -1.73 0.91 -0.42
H -0.07 0.20 -0.01
H 0.04 0.54 -0.12
H -0.43 -0.10 -0.23
H -0.11 -0.20 -0.48
H 0.49 -0.77 0.34
H 0.23 -0.15 0.15
H 0.77 -0.31 -0.31
H 0.29 0.05 -0.08
H 0.45 0.67 -0.57
H -0.21 -0.34 0.11
H -0.29 0.01 -0.12
H -0.07 -0.14 -0.46
H 0.26 -0.55 -0.68
H 0.13 0.07 -0.07
H 0.05 -0.10 0.26
H -0.65 -0.33 -0.42
H -0.01 0.65 0.32

Relative energy (zero: lowest compared OMol25 entry of this formula, charge and spin) in kcal/mol: 33.5
E_tot in eV: -18356.888
HOMO-LUMO gap in eV: 8.67
SMILES: Cc1c[nH]c2ccccc12.Cc1ccccc1
Molecular weight in g/mol: 223.32